No. 1
18
Properties=species:S:1:pos:R:3:lowdin_charge:R:1 method="wB97M-V/def2-TZVPD" total_energy_ha=-252.0891 homo_lumo_gap_ev=9.7 fmax_ev_per_a=4.58 charge=+1 smiles="C=CC[C@@H](C)[NH3+]" homo_energy_ev=-13.43
C -2.22 -0.78 -0.50 0.04
C -1.72 0.29 0.10 -0.18
C -0.37 0.72 0.56 -0.20
C 0.66 -0.27 0.06 -0.16
C 0.84 -0.21 -1.52 -0.01
N 2.02 0.15 1.15 0.15
H -3.23 -0.88 -0.85 0.07
H -1.63 -1.71 -0.49 0.08
H -2.53 0.91 0.54 0.12
H -0.21 1.81 0.50 0.14
H -0.17 0.62 1.64 0.12
H 0.78 -1.33 0.32 0.15
H 0.27 0.64 -1.86 0.09
H 1.90 -0.24 -1.74 0.08
H 0.48 -1.18 -1.84 0.09
H 1.70 0.79 1.90 0.13
H 2.98 -0.13 1.40 0.15
H 2.14 1.04 0.62 0.14



No. 2
18
Properties=species:S:1:pos:R:3:lowdin_charge:R:1 method="wB97M-V/def2-TZVPD" total_energy_ha=-252.0894 homo_lumo_gap_ev=10.2 fmax_ev_per_a=6.27 charge=+1 homo_energy_ev=-13.64
C 1.19 -0.39 -1.08 0.10
C -0.09 -1.18 -1.37 -0.19
C -0.11 0.19 0.43 -0.32
C -0.70 1.42 -0.10 -0.06
C 0.42 0.41 1.88 0.00
N -0.68 -1.10 -0.08 0.08
H 2.09 -0.71 -0.61 0.08
H 1.23 0.52 -1.66 0.09
H -0.77 -0.70 -2.02 0.12
H 0.19 -2.07 -1.85 0.12
H -0.08 2.30 -0.09 0.10
H -1.50 1.79 0.53 0.10
H -0.98 1.19 -1.19 0.12
H -0.47 0.69 2.39 0.08
H 1.20 1.10 1.77 0.08
H 0.80 -0.41 2.53 0.10
H -1.63 -1.26 -0.02 0.15
H -0.11 -1.80 0.56 0.25



No. 3
18
Properties=species:S:1:pos:R:3:lowdin_charge:R:1 method="wB97M-V/def2-TZVPD" total_energy_ha=-252.1329 homo_lumo_gap_ev=9.4 fmax_ev_per_a=5.70 charge=+1 smiles="C=[NH+]CCCC" homo_energy_ev=-14.77
C 1.65 -0.64 -2.01 0.18
N 0.71 -1.11 -1.31 0.06
C 0.74 -1.19 0.17 -0.13
C -0.59 -0.73 0.84 -0.17
C -1.28 0.64 0.26 -0.19
C -0.79 1.85 1.17 -0.10
H 1.78 -0.78 -3.06 0.11
H 2.55 -0.04 -1.68 0.16
H -0.04 -1.56 -1.85 0.20
H 1.36 -0.38 0.57 0.12
H 1.15 -2.22 0.65 0.19
H -0.44 -0.51 1.88 0.10
H -1.48 -1.36 0.77 0.11
H -2.28 0.51 0.35 0.05
H -0.93 0.95 -0.76 0.10
H -0.78 2.86 0.59 0.10
H -1.52 2.08 1.95 0.07
H 0.19 1.63 1.51 0.04



No. 4
19
Properties=species:S:1:pos:R:3:lowdin_charge:R:1 method="wB97M-V/def2-TZVPD" total_energy_ha=-306.9411 homo_lumo_gap_ev=4.3 fmax_ev_per_a=3.87 homo_energy_ev=-6.57
C 2.57 0.73 0.82 -0.10
C 1.86 -0.38 -0.02 -0.25
C 0.87 0.12 -1.02 -0.06
C -0.48 -0.29 -0.94 -0.24
N -2.87 -1.06 0.76 0.04
C -2.64 0.17 0.01 -0.43
N -1.42 0.76 -0.25 -0.04
H 2.98 0.33 1.75 0.07
H 3.35 1.25 0.28 0.06
H -0.92 1.19 0.52 0.10
H 1.21 -0.79 0.77 0.10
H 1.80 1.44 1.10 0.06
H 2.59 -1.12 -0.36 0.11
H 1.25 0.40 -2.00 0.10
H -1.00 -0.57 -1.85 0.11
H -0.66 -1.20 -0.33 0.11
H -3.54 0.80 0.08 0.13
H -2.14 -1.18 1.48 0.00
H -2.80 -0.60 -0.80 0.12



No. 5
19
Properties=species:S:1:pos:R:3:lowdin_charge:R:1 method="wB97M-V/def2-TZVPD" total_energy_ha=-306.9299 homo_lumo_gap_ev=4.9 fmax_ev_per_a=4.60 homo_energy_ev=-7.34
C 1.46 -0.49 -2.16 -0.13
C 0.97 -0.37 -0.74 -0.28
C -0.57 -0.69 -0.50 -0.17
C -0.72 -0.32 0.97 -0.43
C -0.58 1.22 1.07 -0.31
N -0.76 1.87 -0.25 -0.04
N -0.01 -1.31 1.73 0.14
H 2.58 -0.23 -2.30 0.09
H 1.07 0.31 -2.79 0.07
H 1.39 -1.54 -2.51 0.08
H 1.07 0.68 -0.50 0.06
H 1.56 -1.02 -0.03 0.12
H -1.24 -0.13 -1.17 0.11
H -0.61 -1.80 -0.56 0.12
H 0.38 1.42 1.61 0.14
H -1.42 1.54 1.80 0.12
H -1.43 2.79 -0.01 0.08
H -1.45 -0.86 1.54 0.16
H 0.10 -1.21 2.76 0.07



No. 6
19
Properties=species:S:1:pos:R:3:lowdin_charge:R:1 method="wB97M-V/def2-TZVPD" total_energy_ha=-307.1617 homo_lumo_gap_ev=9.7 fmax_ev_per_a=5.08 smiles=NC[C@@H]1CCCN1 homo_energy_ev=-8.67
N 1.78 -1.26 -1.97 -0.04
C 0.56 -1.24 -1.01 -0.23
C 0.04 0.07 -0.56 -0.35
C 0.66 0.85 0.59 -0.12
C -0.47 1.23 1.59 -0.15
C -1.74 0.49 1.14 -0.21
N -1.32 -0.27 -0.05 -0.05
H 2.13 -2.15 -2.37 0.06
H 2.62 -0.85 -1.54 0.04
H 0.92 -1.78 -0.13 0.10
H -0.15 -1.99 -1.50 0.13
H -0.02 0.71 -1.40 0.12
H 0.94 1.78 0.18 0.09
H 1.49 0.35 1.00 0.09
H -0.13 0.74 2.51 0.10
H -0.64 2.29 1.63 0.10
H -2.41 1.28 0.79 0.11
H -2.18 -0.22 1.80 0.10
H -2.08 -0.01 -0.67 0.10